Record 1
Entry from the OMol25 dataset: C6H15CuNO4S as an isolated structure (ωB97M-V/def2-TZVPD).

Atoms and positions in Å:
C1 -0.45 1.36 2.10
O1 -0.38 1.34 0.67
C2 -0.66 0.10 0.07
C3 -2.16 -0.24 0.19
N1 -2.43 -1.57 -0.38
C4 -0.21 0.14 -1.39
C5 1.25 0.51 -1.60
C6 2.29 -0.54 -1.24
S1 2.67 -0.71 0.51
O2 4.02 -1.10 0.67
O3 1.60 -1.45 1.12
O4 2.58 0.79 1.04
H1 -0.20 0.37 2.51
H2 0.27 2.08 2.46
H3 -1.44 1.66 2.44
H4 -0.13 -0.70 0.61
H5 -2.45 -0.16 1.24
H6 -2.65 0.59 -0.42
H7 -3.24 -1.72 -0.99
H8 -2.46 -2.29 0.33
H9 -0.44 -0.83 -1.84
H10 -0.81 0.90 -1.91
H11 1.39 0.75 -2.65
H12 1.47 1.45 -1.07
H13 3.25 -0.34 -1.72
H14 1.96 -1.54 -1.53
H15 1.70 1.17 0.87
Cu1 -4.32 -0.01 -0.09

The calculation puts the maximum force at 0.86 eV/A. As for the spin multiplicity: 1. As for the total charge: +1. The HOMO-LUMO gap comes out at 7.094 eV.

Mulliken atomic charge list, values in e, 8 entries: -0.921 -0.519 0.558 -1.043 -0.529 -0.705 -0.974 -0.732

=====

Record 2
Entry from the OMol25 dataset: a 3-piece molecular cluster, C6H15I2N3O3PS2 overall at a distorted geometry (ωB97M-V/def2-TZVPD).

Atoms and positions in Å:
O1 2.12 -3.53 1.82
P1 1.09 -4.81 1.81
I1 1.62 -6.01 3.89
N1 -0.53 -4.01 2.03
N2 -0.64 -2.68 1.84
C1 -1.91 -2.43 2.11
N3 -2.52 -3.60 2.47
C2 -1.63 -4.60 2.41
I2 -2.08 -6.60 2.89
H1 1.91 -2.96 2.59
H2 -2.41 -1.46 2.07
H3 -3.48 -3.76 2.75
C3 -0.41 -1.84 -1.40
S1 -1.18 -0.32 -0.81
O2 -2.64 -0.41 -1.13
C4 -0.42 0.75 -2.04
H4 -0.78 -2.67 -0.79
H5 -0.67 -2.01 -2.44
H6 0.67 -1.76 -1.29
H7 -0.68 0.40 -3.04
H8 0.66 0.74 -1.90
H9 -0.79 1.76 -1.89
C5 2.80 4.92 -1.25
S2 1.21 4.32 -0.66
O3 0.75 3.27 -1.61
C6 0.29 5.82 -1.04
H10 3.53 4.12 -1.14
H11 2.72 5.21 -2.30
H12 3.11 5.78 -0.65
H13 0.37 6.05 -2.10
H14 0.68 6.65 -0.44
H15 -0.76 5.65 -0.78

The calculation puts the maximum force at 2.27 eV/A. As for the spin multiplicity: 1. As for the total charge: +1. The HOMO-LUMO gap comes out at 6.816 eV.

Mulliken atomic charge list, values in e, 8 entries: -0.411 0.128 0.020 0.625 -0.484 -0.110 -0.062 -0.034

=====

Record 3
Entry from the OMol25 dataset: a 2-piece molecular cluster, C6H15INO2 overall at a distorted geometry (ωB97M-V/def2-TZVPD).

Atoms and positions in Å:
C1 -3.33 -0.30 0.57
C2 0.96 -1.66 -1.58
C3 -2.31 -1.03 1.40
C4 -0.96 -0.23 1.33
C5 2.48 0.96 -0.84
C6 0.66 -1.05 -0.29
N1 2.67 2.43 -0.44
O1 1.36 -1.50 0.69
O2 -0.48 -0.51 -0.13
I1 4.20 -0.16 -0.20
H1 -3.11 -0.33 -0.39
H2 -4.31 -0.80 0.83
H3 -3.27 0.79 0.87
H4 0.74 -1.16 -2.49
H5 0.23 -2.56 -1.79
H6 2.07 -1.84 -1.62
H7 -2.11 -2.07 1.22
H8 -2.84 -0.84 2.36
H9 -0.99 0.83 1.28
H10 -0.24 -0.64 2.10
H11 2.57 0.92 -1.96
H12 2.08 3.03 -0.97
H13 3.53 2.88 -0.69
H14 2.48 2.44 0.59
H15 2.14 -1.97 0.34

The calculation puts the maximum force at 4.39 eV/A. As for the spin multiplicity: 1. As for the total charge: +1. The HOMO-LUMO gap comes out at 8.299 eV.

Mulliken atomic charge list, values in e, 8 entries: -1.146 -1.079 -0.346 -0.546 -0.738 0.838 -0.272 -0.482

=====

Record 4
Entry from the OMol25 dataset: C6H15InNO14P3 as an isolated structure at a distorted geometry (ωB97M-V/def2-TZVPD).

Atoms and positions in Å:
In1 -2.06 17.60 -22.15
P1 -5.65 21.64 -23.61
O1 -5.63 20.60 -22.39
O2 -4.09 21.61 -23.91
O3 -5.90 23.03 -23.01
O4 -6.54 21.09 -24.79
P2 2.63 14.84 -21.86
O5 3.93 14.08 -22.22
O6 2.50 16.29 -22.36
O7 2.40 15.17 -20.32
O8 1.35 14.22 -22.50
P3 0.16 21.97 -18.85
O9 1.32 22.38 -17.92
O10 0.85 21.93 -20.30
O11 -1.20 22.80 -18.70
O12 -0.09 20.45 -18.61
C1 -1.25 18.26 -26.96
O13 -2.33 17.33 -26.96
C2 -3.47 17.87 -27.63
C3 -4.66 16.94 -27.45
N1 -4.97 16.74 -26.03
C4 -6.06 15.77 -25.85
C5 -6.32 15.44 -24.31
O14 -5.14 15.14 -23.65
C6 -4.61 13.83 -23.82
H1 -1.52 19.24 -26.57
H2 -0.84 18.32 -27.97
H3 -0.47 17.82 -26.35
H4 -3.31 18.04 -28.70
H5 -3.80 18.71 -27.03
H6 -4.22 16.07 -27.95
H7 -5.48 17.29 -28.08
H8 -5.34 17.67 -25.88
H9 -5.99 14.91 -26.53
H10 -6.97 16.25 -26.20
H11 -7.00 14.60 -24.17
H12 -6.76 16.38 -23.97
H13 -4.58 13.60 -24.89
H14 -5.28 13.10 -23.38
H15 -3.56 13.79 -23.51

The calculation puts the maximum force at 3.22 eV/A. As for the spin multiplicity: 1. As for the total charge: -6. The HOMO-LUMO gap comes out at 1.744 eV.

Mulliken atomic charge list, values in e, 8 entries: 0.877 0.835 -0.670 -0.660 -0.817 -0.855 0.817 -0.888

=====

Record 5
Entry from the OMol25 dataset: C6H15IrN3O2SSe2 as an isolated structure (ωB97M-V/def2-TZVPD).

Atoms and positions in Å:
Ir1 0.30 0.98 1.19
N1 1.70 2.04 2.43
N2 1.16 2.86 3.46
C1 -0.17 2.92 3.60
N3 -0.69 3.67 4.54
S1 -1.20 2.02 2.54
H1 2.32 1.35 2.86
H2 2.27 2.63 1.82
H3 1.81 3.36 4.04
H4 -0.14 4.22 5.19
H5 -1.69 3.72 4.64
O1 -2.05 -0.54 -0.57
C2 -1.79 -1.41 -1.65
C3 -0.29 -1.56 -1.90
C4 -0.16 -2.52 -3.10
O2 1.22 -2.68 -3.36
C5 0.48 -2.18 -0.74
Se1 0.49 -1.30 0.99
C6 0.40 -0.26 -2.30
Se2 0.39 1.26 -1.08
H6 -3.00 -0.49 -0.46
H7 -2.26 -1.04 -2.57
H8 -2.20 -2.41 -1.45
H9 -0.68 -2.10 -3.96
H10 -0.63 -3.48 -2.84
H11 1.35 -3.28 -4.10
H12 1.53 -2.29 -1.01
H13 0.09 -3.17 -0.50
H14 -0.03 0.16 -3.21
H15 1.46 -0.46 -2.51

The calculation puts the maximum force at 0.70 eV/A. As for the spin multiplicity: 2. As for the total charge: +2. The HOMO-LUMO gap (alpha / beta) comes out at 7.131 / 6.956 eV.

Mulliken atomic charge list, values in e, 8 entries: 0.726 -0.680 -0.198 0.834 -0.367 -0.341 0.372 0.372

=====

Record 6
Entry from the OMol25 dataset: C6H15N in the gas phase at a distorted geometry (ωB97M-V/def2-TZVPD).

Atoms and positions in Å:
C1 -0.62 1.12 1.14
C2 -0.70 2.42 1.83
C3 0.77 0.54 0.91
N1 0.99 -0.77 0.26
C4 1.11 -1.58 -1.99
C5 0.32 -0.70 -1.01
C6 -1.10 -1.23 -0.98
H1 -1.13 0.39 1.78
H2 -1.06 1.01 0.11
H3 -0.32 2.02 2.91
H4 0.02 3.07 1.50
H5 -1.63 2.95 1.97
H6 1.49 0.53 1.87
H7 1.51 1.27 0.52
H8 0.68 -1.69 0.82
H9 0.64 -1.61 -3.02
H10 2.17 -1.15 -2.10
H11 1.06 -2.75 -1.78
H12 0.44 0.38 -1.46
H13 -1.53 -1.00 -2.03
H14 -1.17 -2.29 -0.99
H15 -1.93 -0.93 -0.28

The calculation puts the maximum force at 5.35 eV/A. As for the spin multiplicity: 1. As for the structure (SMILES): CCCNC(C)C. As for the total charge: 0. The HOMO-LUMO gap comes out at 9.868 eV.

Mulliken atomic charge list, values in e, 8 entries: 0.122 -1.302 -0.874 -0.353 -1.412 0.432 -1.405 0.221